A molecular structure, C23H14BF9HfN3S2. Source: the Open Molecules 2025 dataset; level of theory: ωB97M-V/def2-TZVPD.

Geometry as XYZ:
```
53
Properties=species:S:1:pos:R:3:forces:R:3
Hf -0.061526 -0.317111 -0.454929 -1.7 -0.8 1.0
F -4.781019 4.295378 2.358889 0.1 -0.2 0.0
C -4.251153 3.196249 1.836949 0.1 -0.3 -0.1
C -3.027424 3.254120 1.172282 0.0 -0.2 -0.1
F -2.360026 4.399962 1.057257 -0.1 -0.1 0.1
C -2.527008 2.090411 0.615657 0.2 -0.4 -0.2
F -1.301635 2.099234 -0.021849 -0.9 0.4 0.3
C -3.186724 0.865115 0.650430 -0.3 1.0 0.3
S -2.600293 -0.499945 -0.250042 0.8 -0.6 0.0
C -4.386877 0.821700 1.371263 0.5 0.2 -0.2
F -5.031933 -0.331435 1.509547 -0.1 0.1 -0.1
C -4.911131 1.970375 1.951750 0.1 0.2 0.0
F -6.056023 1.903762 2.617203 0.0 0.0 0.0
C -0.368279 1.647112 -3.035187 0.2 -0.1 0.0
C 0.773392 2.095902 -2.175302 0.1 0.1 0.0
C 1.621756 3.138570 -2.581262 0.1 0.0 0.2
C 2.624788 3.561928 -1.750652 -0.3 -0.2 0.0
C 2.768341 2.992322 -0.468602 -0.4 -0.5 0.1
C 3.720951 3.441750 0.464673 0.0 -0.2 0.2
C 3.799301 2.861343 1.704260 0.1 0.3 -0.3
C 2.899689 1.859157 2.074294 -0.4 -0.3 -0.3
C 1.932896 1.398029 1.198656 0.3 0.3 -0.1
S 0.712937 0.266843 1.789306 -0.3 -0.2 -0.2
C 1.877282 1.938730 -0.116577 0.9 0.6 0.5
N 0.943795 1.487945 -1.006691 0.5 1.1 -0.4
H -0.892470 2.521624 -3.418450 -0.2 0.0 0.1
H -1.078094 1.010111 -2.475547 0.1 0.3 -0.4
H 0.014717 1.100422 -3.898399 -0.1 -0.1 0.0
H 1.474231 3.586601 -3.549179 0.0 0.1 -0.1
H 3.302368 4.348432 -2.049603 0.0 0.1 -0.1
H 4.367589 4.259135 0.192391 0.2 0.1 -0.1
H 4.538991 3.196730 2.414849 0.0 0.0 0.1
H 2.932754 1.442411 3.068997 0.0 0.0 0.1
N -0.785413 -4.540258 -1.265944 -0.1 0.2 -0.2
C -0.785271 -3.223823 -1.497376 -0.1 0.1 -0.2
N -0.416444 -2.515487 -0.441953 -0.1 -0.7 -0.5
C -0.175709 -3.445728 0.562413 0.0 -0.8 0.3
C 0.204764 -3.279718 1.892666 0.0 -0.1 -0.1
C 0.368010 -4.425769 2.645146 0.0 0.1 0.0
C 0.172772 -5.703122 2.106466 -0.1 0.0 -0.1
C -0.218588 -5.883993 0.796323 0.0 0.1 0.0
C -0.399906 -4.735755 0.038754 0.3 0.5 0.8
H -1.025777 -5.259024 -1.932532 0.0 0.1 0.0
H -1.070916 -2.801184 -2.446112 0.1 0.0 -0.1
H 0.359586 -2.295702 2.316174 0.0 -0.1 0.0
H 0.660236 -4.340792 3.680765 0.0 0.0 0.1
H 0.322181 -6.567518 2.733997 0.0 -0.1 0.1
H -0.373534 -6.864137 0.374204 0.0 -0.1 0.0
F 0.568224 -0.959247 -2.440278 -0.2 0.1 0.3
B 2.057310 -1.243309 -2.116717 -0.1 0.2 -0.1
F 1.982890 -1.227258 -0.673697 -0.2 0.1 0.3
F 2.364836 -2.431227 -2.591859 0.2 -0.8 -0.3
F 2.706587 -0.159859 -2.536825 0.6 0.5 -0.4
```
Positions in Å, forces in eV/Å.

Computed properties:
HOMO level   -11.37 eV
Energy relative to the best compared isomer or geometry (same formula, charge and spin)   7.9 kcal/mol
LUMO level   -3.83 eV
Charge   +1
Kohn-Sham gap   7.542 eV
Spin multiplicity   1

=====

A molecular structure, C23H14BrCl5F6N3O11RuS3. Source: the Open Molecules 2025 dataset; level of theory: ωB97M-V/def2-TZVPD.

Geometry as XYZ:
```
67
Properties=species:S:1:pos:R:3:forces:R:3
Ru -18.583127 6.746432 6.795022 -0.1 -0.4 0.3
N -16.820165 5.752297 8.479256 -1.3 1.2 0.0
N -17.527752 4.898746 9.332397 -0.8 0.1 -0.7
C -18.913705 4.706199 9.165486 0.8 1.0 0.7
O -19.518674 4.015426 9.975912 0.2 0.4 -1.1
O -19.401262 5.414616 8.164415 -0.5 -0.3 -0.1
H -16.111756 5.252138 7.999249 0.8 -0.4 -0.3
H -16.439333 6.606362 8.921656 -0.5 -0.9 -0.2
H -17.141434 4.635218 10.212689 0.5 -0.2 0.4
Cl -15.960122 5.864763 5.324298 0.0 -0.3 -0.3
C -17.289697 4.920435 4.638038 1.1 0.8 0.1
C -18.514902 5.281997 5.090269 -0.7 0.5 1.0
C -19.596006 4.683683 4.505330 -1.6 0.1 -0.5
Cl -21.247581 5.117747 4.962467 0.7 0.2 0.4
C -19.498069 3.802172 3.435152 0.7 -0.4 0.4
Cl -20.911518 3.077541 2.753295 0.4 0.0 -0.3
C -18.204410 3.434029 3.040411 0.3 0.3 -0.3
Cl -17.950277 2.406544 1.695444 -0.1 -0.5 -0.3
C -17.073720 4.007650 3.629212 0.6 -0.4 0.1
Cl -15.400287 3.558689 3.236510 -1.3 0.2 -0.1
C -20.197162 4.805027 -0.868480 -0.3 0.4 0.1
C -19.907230 5.768554 0.234490 2.8 -1.1 -0.4
C -20.828429 6.591632 0.759326 0.0 1.1 1.4
C -20.552090 7.435380 1.848928 0.9 -0.2 -0.3
C -19.232794 7.496420 2.315139 -0.3 0.2 0.5
C -18.247745 6.682601 1.727682 -0.2 0.0 0.5
C -18.588711 5.787033 0.743191 -0.1 0.5 -0.8
S -18.794721 8.704236 3.640697 1.4 -0.1 -1.0
O -19.519423 9.904874 3.258305 -0.1 -0.4 0.4
O -17.329474 8.833305 3.572974 -1.3 -0.4 0.1
O -19.257475 8.105549 4.915923 -0.1 0.1 -0.3
H -21.274565 4.808285 -0.981222 -0.2 -0.4 -0.4
H -19.850894 3.836710 -0.536695 0.0 -0.5 -0.2
H -19.712643 5.065969 -1.816807 -0.1 0.0 0.2
H -21.751580 6.602027 0.271890 -1.7 0.1 -0.3
H -21.337224 8.049029 2.278702 0.2 0.0 0.0
H -17.216381 6.685972 2.049472 0.0 0.5 0.3
H -17.774304 5.249648 0.226899 -0.6 -0.1 0.4
F -12.317281 2.947895 9.048115 0.3 -0.6 -0.4
C -12.175608 3.505306 10.256634 -1.1 -0.6 -0.5
F -11.842373 4.761728 10.012053 0.5 0.3 0.7
F -11.241309 2.834794 10.934796 0.3 0.6 -0.2
S -13.814841 3.302201 11.076668 0.4 1.3 0.4
O -14.744054 3.884093 10.139797 0.0 -0.9 0.1
O -13.822532 1.920780 11.444114 -0.4 -0.1 -0.2
N -13.544402 4.249145 12.313746 0.6 -0.3 0.2
S -14.519277 5.329039 12.850790 0.6 1.0 0.3
O -13.964463 6.069659 13.954770 0.3 -0.6 -0.3
O -15.857570 4.890382 12.968705 -1.5 -0.4 -0.1
C -14.509304 6.661104 11.565755 0.5 1.3 -0.1
F -15.066732 6.406550 10.365364 0.5 0.2 1.0
F -15.142751 7.761016 12.064934 0.4 -0.8 -0.4
F -13.202963 7.000399 11.352953 -1.0 -0.1 -0.1
Br -19.577640 9.597438 10.898043 0.0 -0.2 0.4
C -19.370654 10.965363 9.630324 -0.3 -1.5 -1.7
C -19.642661 12.256802 9.971568 0.0 1.5 0.0
C -19.519966 13.300409 9.037112 -0.2 -0.4 -0.2
C -19.162836 12.949156 7.747701 -0.5 1.0 -0.6
C -18.965545 11.628323 7.391134 0.1 -0.5 -1.1
C -19.110463 10.580915 8.283570 0.7 0.7 0.7
C -18.931507 9.168777 7.736048 1.4 0.0 0.5
O -19.956272 8.497055 7.504298 0.7 -0.3 0.1
O -17.713484 8.736715 7.522476 -2.4 0.2 0.2
H -20.024276 12.466947 10.952229 0.1 0.1 0.4
H -19.769575 14.351593 9.242594 0.1 -0.7 0.3
H -19.210600 13.702585 6.938135 0.4 -0.4 0.6
H -18.739065 11.399725 6.338506 -0.1 0.0 0.5
```
Positions in Å, forces in eV/Å.

Computed properties:
HOMO level (alpha / beta)   -4.15 / -5.01 eV
Energy relative to the best compared isomer or geometry (same formula, charge and spin)   12.6 kcal/mol
LUMO level (alpha / beta)   3.57 / 2.75 eV
Charge   -2
Kohn-Sham gap (alpha / beta)   7.714 / 7.758 eV
Spin multiplicity   6

=====

A molecular structure, C23H14BrFIrN3O8. Source: the Open Molecules 2025 dataset; level of theory: ωB97M-V/def2-TZVPD.

Geometry as XYZ:
```
51
Properties=species:S:1:pos:R:3:forces:R:3
Ir -0.507742 -0.889738 -1.024571 -1.7 0.6 1.2
O -0.581885 -4.000416 -3.612404 0.9 1.3 1.6
C -0.253465 -3.043936 -2.909003 -2.3 0.7 -2.4
O -1.013433 -1.933747 -2.756895 0.5 -2.8 -0.3
C 1.126009 -2.852171 -2.377288 -1.5 1.4 2.4
C 2.077809 -3.847937 -2.454140 -0.3 0.2 -1.1
C 3.311100 -3.458504 -2.060605 1.6 0.5 0.6
C 3.600470 -2.116054 -1.599151 -2.3 -0.4 -0.7
C 4.905992 -1.710948 -1.345607 1.2 -2.1 -0.4
C 5.196860 -0.483140 -0.891677 -1.0 0.9 -0.3
C 4.168379 0.479798 -0.868132 -0.8 -1.2 0.5
C 2.828096 0.135964 -1.053016 -0.1 0.6 0.6
C 2.461917 -1.151772 -1.423112 2.8 -3.4 -0.4
N 1.212981 -1.668486 -1.660776 3.6 -1.8 -3.0
H 1.837564 -4.792992 -2.983586 0.2 0.8 0.6
H 4.110779 -4.203215 -2.125794 0.0 0.5 0.1
H 5.769357 -2.410978 -1.526919 -1.2 0.5 0.4
H 6.189290 -0.343783 -0.551732 0.8 0.9 0.0
H 4.413519 1.463486 -0.580702 0.1 1.1 0.3
H 2.010484 0.789435 -0.758187 0.4 0.4 -0.5
F -3.688983 -0.494778 3.983194 0.4 0.4 0.0
C -2.385593 -0.266491 4.234656 -0.2 0.0 -1.0
C -1.441634 -0.569395 3.334137 -0.1 0.5 1.1
N -0.101548 -0.476615 3.694869 -0.6 -1.0 1.6
C 0.995888 -0.601907 2.791462 2.0 0.0 0.9
C 0.521246 -0.446038 1.386669 0.0 0.2 -1.3
O 0.158517 -1.576299 0.806799 0.1 1.1 0.7
O 0.467978 0.654238 0.794359 0.3 -1.8 1.1
C 0.212789 -0.694047 5.076619 -0.1 1.3 -1.2
O 1.244935 -1.140911 5.505222 0.3 -0.2 -0.5
N -0.736404 -0.135213 5.875609 0.5 0.4 1.8
C -2.016230 0.299518 5.513406 -0.3 -1.3 1.4
O -2.729269 0.829205 6.326319 -0.2 0.5 -0.2
H -1.730980 -0.882277 2.363885 0.0 -0.2 -0.9
H 1.558863 -1.550119 3.040706 -0.7 0.8 -0.9
H 1.707389 0.229168 3.023056 -0.5 -0.5 -0.3
H -0.423242 -0.016798 6.868548 -0.8 -0.1 -1.3
Br -4.871779 5.821361 -3.932967 0.3 0.6 0.3
C -3.797302 4.585677 -2.986571 -0.2 -0.7 0.6
C -3.445720 3.486681 -3.716536 1.1 -0.5 -0.6
C -2.941323 2.347382 -3.070240 -0.7 0.7 -1.3
C -2.888575 2.342187 -1.717689 0.5 -1.1 2.2
C -3.199151 3.473023 -0.942002 0.1 -0.7 -0.1
C -3.611004 4.591572 -1.587432 -1.2 1.4 -1.5
C -2.354526 1.091297 -1.041472 0.6 1.3 2.4
O -1.864596 0.204809 -1.870779 -1.0 0.9 -0.6
O -2.182976 0.977988 0.200372 -0.9 0.0 -2.5
H -3.453951 3.573672 -4.796387 -0.3 -0.4 0.0
H -2.710298 1.442013 -3.610402 0.2 0.1 -0.2
H -3.206844 3.444761 0.136557 0.3 -0.2 0.1
H -3.949777 5.495462 -1.120690 0.1 0.1 0.7
```
Positions in Å, forces in eV/Å.

Computed properties:
HOMO level (alpha / beta)   -8.37 / -9.10 eV
Energy relative to the best compared isomer or geometry (same formula, charge and spin)   0.0 kcal/mol
LUMO level (alpha / beta)   -1.83 / -2.66 eV
Kohn-Sham gap (alpha / beta)   6.544 / 6.445 eV
Spin multiplicity   5

=====

A molecular structure, C23H14Cl4N2O4S6W. Source: the Open Molecules 2025 dataset; level of theory: ωB97M-V/def2-TZVPD.

Geometry as XYZ:
```
54
Properties=species:S:1:pos:R:3:forces:R:3
W -0.323161 0.792185 0.249896 -0.5 -0.5 -0.1
O -0.213666 2.645058 -0.793256 0.1 -0.1 0.0
N 0.973421 3.193712 -1.025949 0.0 0.0 0.0
C 0.992597 4.528808 -1.199046 -0.1 0.0 0.0
C 2.145013 5.186085 -1.524339 0.0 0.0 0.0
C 3.317621 4.433411 -1.674552 0.0 0.0 0.0
C 3.280316 3.079963 -1.474656 0.0 0.0 0.0
C 2.087526 2.419136 -1.117133 0.0 0.0 0.0
S 1.964013 0.757062 -0.794101 0.2 0.0 0.0
H 0.027059 4.989737 -1.055568 0.0 0.0 0.0
H 2.129689 6.259109 -1.645140 0.0 0.0 0.0
H 4.250589 4.918132 -1.933144 0.0 0.0 0.0
H 4.168314 2.469831 -1.559219 0.0 0.0 0.0
O -5.474486 3.602995 -3.320298 0.0 0.0 0.0
C -4.663833 2.982212 -2.666874 0.1 0.0 0.0
S -4.475063 3.135231 -0.919944 0.0 0.0 0.0
C -3.171949 1.975263 -0.726199 0.0 0.0 0.0
C -2.719058 1.386742 -1.846248 0.0 0.0 -0.1
S -1.487553 0.154284 -1.840095 0.0 0.0 0.1
S -3.491019 1.857133 -3.351880 0.0 0.0 0.0
S -2.591335 1.571915 0.868446 0.1 0.0 0.0
Cl 0.653447 1.179516 7.207018 0.0 0.0 0.0
C 0.733167 1.481210 5.497571 0.0 0.0 0.0
C 1.556257 2.474710 5.006187 0.0 0.0 0.0
Cl 2.516782 3.441872 6.081918 0.0 0.0 0.0
C 1.611427 2.709093 3.618939 0.0 0.0 0.0
Cl 2.627689 3.948352 2.951335 0.0 0.0 0.0
C 0.847895 1.955573 2.746516 0.0 -0.1 0.0
O 0.802306 2.114374 1.454164 0.0 0.2 0.1
C -0.000822 0.925654 3.247334 0.0 0.0 0.0
O -0.673470 0.275924 2.352974 0.0 0.0 0.0
C -0.047373 0.707135 4.619716 0.0 0.0 0.0
Cl -1.090455 -0.545753 5.212215 0.0 0.0 0.0
C 0.384311 -3.126727 2.478470 0.0 0.0 0.0
C -0.348274 -3.251652 1.143609 0.0 0.0 0.0
C 0.218291 -2.298703 0.107537 -0.1 0.0 0.0
N 0.005452 -1.060496 0.167378 0.0 0.4 0.0
H -0.062267 -3.771081 3.241321 0.0 0.0 0.0
H 0.326567 -2.095270 2.827383 0.0 0.0 0.0
H 1.436912 -3.400866 2.370562 0.0 0.0 0.0
H -1.403580 -3.001821 1.286349 0.0 0.0 0.0
H -0.295924 -4.278208 0.769738 0.0 0.0 0.0
S 1.324422 -3.000884 -1.133859 0.1 0.0 0.0
C 0.230021 -3.971064 -2.125043 0.1 0.0 0.1
C -1.144162 -3.752061 -2.172416 0.0 0.0 0.0
C -1.945664 -4.540644 -2.986021 0.0 0.0 0.0
C -1.397483 -5.549675 -3.765540 0.0 0.0 0.0
C -0.024688 -5.764872 -3.724549 0.0 0.0 0.0
C 0.780993 -4.988024 -2.908684 0.0 0.0 0.0
H -1.578414 -2.941144 -1.600922 0.0 0.0 0.0
H -3.010728 -4.344269 -3.018726 0.0 0.0 0.0
H -2.029805 -6.155965 -4.402798 0.0 0.0 0.0
H 0.422342 -6.546672 -4.328424 0.0 0.0 0.0
H 1.849794 -5.165565 -2.871950 0.0 0.0 0.0
```
Positions in Å, forces in eV/Å.

Computed properties:
HOMO level   -0.81 eV
Energy relative to the best compared isomer or geometry (same formula, charge and spin)   3.5 kcal/mol
LUMO level   4.22 eV
Charge   -2
Kohn-Sham gap   5.029 eV
Spin multiplicity   1

=====

Q: Which formula does entry 3 have?
A: C23H14BrFIrN3O8